Formula: C41H35ClNO2RhTe
Source: the Open Molecules 2025 dataset
Level of theory: the ωB97M-V functional and the def2-TZVPD basis

As for the relative energy (zero: lowest compared OMol25 entry of this formula, charge and spin): 75.4 kJ/mol. The value obtained for the total energy is -2627.2928 hartree. Its net charge is 0.

Geometry (Å):
Rh1 -0.19 -0.51 1.68
C1 1.23 0.21 3.56
C2 -0.06 0.69 3.85
C3 -0.85 -0.41 4.38
C4 -0.14 -1.56 4.15
C5 1.15 -1.19 3.56
H1 2.06 0.79 3.19
H2 -0.34 1.73 3.90
H3 -1.86 -0.34 4.75
H4 -0.47 -2.57 4.33
H5 1.94 -1.87 3.29
C6 2.68 1.59 -4.36
C7 2.41 1.15 -2.95
C8 3.27 0.28 -2.29
C9 3.05 -0.13 -0.99
C10 4.01 -1.12 -0.42
O1 4.48 -1.99 -1.12
C11 4.45 -0.99 1.00
C12 4.84 -2.14 1.68
C13 5.29 -2.05 2.99
C14 5.39 -0.81 3.61
C15 5.03 0.34 2.92
C16 4.54 0.25 1.63
C17 1.88 0.27 -0.28
O2 1.70 -0.17 0.90
C18 0.99 1.18 -0.95
C19 1.31 1.60 -2.26
C20 -0.20 1.71 -0.33
N1 -0.84 1.19 0.67
C21 -2.06 1.89 1.12
C22 -2.90 1.14 2.14
Te1 -2.79 -0.95 1.75
C23 -3.36 -0.75 -0.29
C24 -2.44 -0.60 -1.31
C25 -2.87 -0.48 -2.62
C26 -4.22 -0.50 -2.92
C27 -5.15 -0.64 -1.90
C28 -4.72 -0.78 -0.59
C29 -0.70 3.01 -0.89
C30 -1.72 3.05 -1.83
C31 -2.14 4.27 -2.34
C32 -1.54 5.45 -1.92
C33 -0.52 5.41 -0.99
C34 -0.09 4.19 -0.48
H6 3.60 1.15 -4.74
H7 2.78 2.68 -4.43
H8 1.87 1.30 -5.04
H9 4.15 -0.11 -2.80
H10 4.77 -3.09 1.18
H11 5.58 -2.95 3.53
H12 5.76 -0.74 4.62
H13 5.11 1.30 3.40
H14 4.24 1.14 1.09
H15 0.64 2.29 -2.76
H16 -2.69 2.06 0.24
H17 -1.78 2.87 1.51
H18 -3.92 1.50 2.13
H19 -2.50 1.24 3.15
H20 -1.38 -0.58 -1.09
H21 -2.13 -0.38 -3.41
H22 -4.55 -0.41 -3.94
H23 -6.21 -0.67 -2.12
H24 -5.45 -0.91 0.20
H25 -2.19 2.13 -2.16
H26 -2.93 4.30 -3.08
H27 -1.87 6.40 -2.32
H28 -0.05 6.33 -0.66
H29 0.72 4.15 0.24
Cl1 0.41 -2.13 -2.29
C35 -0.86 -3.04 -1.53
C36 -1.80 -3.65 -2.35
C37 -2.87 -4.34 -1.80
C38 -2.97 -4.43 -0.42
C39 -2.02 -3.83 0.39
C40 -0.95 -3.10 -0.13
C41 0.03 -2.47 0.79
H30 -1.69 -3.56 -3.43
H31 -3.60 -4.80 -2.45
H32 -3.79 -4.99 0.03
H33 -2.10 -3.95 1.46
H34 1.02 -2.42 0.33
H35 0.09 -3.12 1.67

Formula: C41H35N6OPSSc
Source: the Open Molecules 2025 dataset
Level of theory: the ωB97M-V functional and the def2-TZVPD basis

As for the relative energy (zero: lowest compared OMol25 entry of this formula, charge and spin): 323.4 kJ/mol. The value obtained for the total energy is -3487.2087 hartree. Its net charge is +1.

Geometry (Å):
Sc1 1.40 0.16 -0.75
O1 1.94 1.32 -2.50
C1 0.69 1.20 -2.43
C2 -0.30 1.99 -3.15
C3 -0.37 2.19 -4.52
C4 -1.46 2.87 -5.05
C5 -2.45 3.37 -4.21
C6 -2.36 3.21 -2.83
C7 -1.29 2.50 -2.29
P1 -0.87 2.30 -0.53
C8 0.33 3.67 -0.32
C9 1.46 3.47 0.47
C10 2.42 4.48 0.60
C11 2.24 5.69 -0.04
C12 1.12 5.89 -0.84
C13 0.17 4.89 -0.98
C14 -2.36 2.82 0.37
C15 -3.36 1.87 0.56
C16 -4.53 2.19 1.23
C17 -4.70 3.47 1.75
C18 -3.70 4.42 1.58
C19 -2.54 4.10 0.90
H1 0.40 1.80 -5.17
H2 -1.54 3.02 -6.12
H3 -3.29 3.90 -4.63
H4 -3.12 3.62 -2.18
H5 1.62 2.54 0.98
H6 3.29 4.30 1.21
H7 2.98 6.47 0.06
H8 0.98 6.84 -1.35
H9 -0.68 5.05 -1.62
H10 -3.22 0.86 0.19
H11 -5.30 1.44 1.37
H12 -5.61 3.72 2.28
H13 -3.83 5.41 1.99
H14 -1.76 4.84 0.79
C20 0.58 3.04 5.74
C21 -0.57 3.09 4.97
C22 -0.65 2.32 3.83
C23 0.40 1.48 3.45
C24 1.56 1.43 4.24
C25 1.63 2.22 5.38
N1 0.13 0.87 2.20
N2 0.85 0.13 1.52
C26 2.13 -0.44 1.82
C27 2.39 -1.32 2.87
C28 3.66 -1.85 2.96
C29 4.63 -1.50 2.02
C30 4.32 -0.68 0.95
C31 3.03 -0.17 0.78
H15 0.66 3.65 6.64
H16 -1.39 3.74 5.25
H17 -1.53 2.34 3.19
H18 2.40 0.80 3.99
H19 2.53 2.18 5.99
H20 1.62 -1.57 3.60
H21 3.90 -2.55 3.75
H22 5.63 -1.92 2.11
H23 5.09 -0.48 0.21
N3 -1.22 -1.21 -1.78
C32 -1.80 -1.93 -2.75
C33 -0.83 -2.75 -3.29
C34 0.33 -2.45 -2.56
N4 0.09 -1.52 -1.64
H24 -1.61 -0.46 -1.24
H25 -2.84 -1.80 -2.99
H26 -0.94 -3.46 -4.09
H27 1.32 -2.87 -2.64
N5 0.18 -4.33 0.25
C35 1.36 -4.50 -0.37
S1 2.60 -3.38 -0.22
N6 1.51 -5.60 -1.14
C36 0.55 -6.64 -1.34
C37 0.91 -7.96 -1.09
C38 -0.01 -8.97 -1.32
C39 -1.29 -8.68 -1.77
C40 -1.65 -7.36 -2.01
C41 -0.73 -6.34 -1.81
H28 0.16 -3.60 0.94
H29 -0.48 -5.09 0.33
H30 2.43 -5.72 -1.53
H31 1.90 -8.18 -0.73
H32 0.27 -10.00 -1.13
H33 -2.00 -9.47 -1.93
H34 -2.64 -7.12 -2.38
H35 -0.99 -5.31 -2.04